{
  "formula": "C34H49Br60IO3Si2",
  "method": "ωB97M-V/def2-TZVPD",
  "e_homo_ev": -9.4,
  "energy_ev": -4268592.4224,
  "orbital_gap_ha": 0.3319,
  "max_force_ha_per_bohr": 0.0877,
  "elements": ["C", "C", "Si", "C", "C", "C", "O", "Si", "C", "O", "C", "C", "O", "C", "C", "C", "C", "I", "C", "C", "H", "H", "H", "H", "H", "H", "H", "H", "H", "H", "H", "H", "H", "H", "H", "H", "H", "H", "H", "H", "H", "H", "H", "H", "H", "H", "H", "H", "H", "C", "Br", "Br", "Br", "H", "C", "Br", "Br", "Br", "H", "C", "Br", "Br", "Br", "H", "C", "Br", "Br", "Br", "H", "C", "Br", "Br", "Br", "H", "C", "Br", "Br", "Br", "H", "C", "Br", "Br", "Br", "H", "C", "Br", "Br", "Br", "H", "C", "Br", "Br", "Br", "H", "C", "Br", "Br", "Br", "H", "C", "Br", "Br", "Br", "H", "C", "Br", "Br", "Br", "H", "C", "Br", "Br", "Br", "H", "C", "Br", "Br", "Br", "H", "C", "Br", "Br", "Br", "H", "C", "Br", "Br", "Br", "H", "C", "Br", "Br", "Br", "H", "C", "Br", "Br", "Br", "H", "C", "Br", "Br", "Br", "H", "C", "Br", "Br", "Br", "H"],
  "coordinates": [[0.5763, 6.1418, 4.4125], [1.2806, 5.4941, 3.6490], [2.4684, 4.5818, 2.4614], [3.9945, 4.2376, 3.5547], [3.7690, 2.9317, 4.4173], [3.7263, 3.2332, 5.9828], [1.6700, 3.1498, 2.0364], [2.3928, 2.2262, 0.8045], [4.2566, 1.8832, 1.0286], [4.5655, 0.8391, 1.9696], [5.9559, 0.5237, 1.8699], [6.8960, 1.5383, 2.5944], [1.6433, 0.6992, 0.8696], [0.2228, 0.8046, 1.0519], [-0.2580, 0.1769, 2.4265], [0.9099, -0.5166, 3.2178], [2.7910, 5.7818, 1.0209], [4.7629, 5.6031, 0.1198], [1.7107, 5.7711, -0.1223], [0.2543, 6.1619, 0.3791], [-0.0116, 6.5717, 5.2633], [4.9512, 4.2622, 2.9879], [4.0157, 5.0880, 4.2889], [4.5185, 2.1342, 4.2333], [2.7734, 2.4672, 4.1907], [2.9897, 2.5501, 6.4731], [4.7492, 3.0147, 6.3669], [3.4150, 4.2891, 6.1426], [2.0082, 2.7543, -0.5414], [4.8727, 2.7758, 1.2885], [4.6372, 1.5296, 0.0344], [6.1246, -0.4992, 2.2874], [6.3077, 0.4648, 0.8026], [6.6140, 1.7630, 3.6535], [7.9540, 1.1678, 2.5689], [6.9306, 2.5235, 2.0563], [-0.1998, 1.8245, 0.8987], [-0.2405, 0.1600, 0.2566], [-1.0203, -0.6246, 2.2455], [-0.7742, 0.9376, 3.0652], [1.2957, -1.4373, 2.6998], [0.4428, -0.8909, 4.1705], [1.7278, 0.1759, 3.5147], [2.7650, 6.8087, 1.4606], [1.6957, 4.8476, -0.7389], [1.9941, 6.5999, -0.8244], [0.3816, 7.0566, 1.0216], [-0.2625, 5.3142, 0.8743], [-0.2832, 6.5105, -0.5380], [1.2111, -4.1045, 0.8701], [-0.1909, -4.4233, 2.1633], [0.8171, -4.9238, -0.8358], [1.5930, -2.2211, 0.6885], [2.1084, -4.5787, 1.2509], [-1.9624, -2.6582, -3.6542], [-3.3719, -3.9387, -3.3305], [-1.0939, -2.1112, -2.0163], [-0.6919, -3.3094, -4.9570], [-2.4270, -1.7749, -4.0772], [-2.9371, 8.2664, 6.5124], [-1.9841, 7.0981, 5.2968], [-4.7955, 8.4557, 6.0183], [-2.7346, 7.7019, 8.3477], [-2.4838, 9.2478, 6.4289], [-3.7260, -6.5497, 0.0262], [-3.4179, -4.7061, 0.5191], [-5.6123, -6.9428, -0.1285], [-2.7597, -7.0326, -1.5746], [-3.3368, -7.1639, 0.8304], [-6.6538, -2.8923, -0.8911], [-8.0558, -3.2467, 0.3909], [-7.0387, -3.6889, -2.6074], [-6.2787, -1.0060, -1.0468], [-5.7528, -3.3668, -0.5152], [-10.2339, -5.2383, -3.9762], [-9.9385, -5.2920, -5.8879], [-11.9071, -4.3798, -3.5365], [-10.0948, -6.9938, -3.1836], [-9.4430, -4.6322, -3.5487], [1.3320, 10.1990, 3.5597], [2.5099, 11.1812, 2.3728], [1.4158, 8.2813, 3.2586], [1.6563, 10.6370, 5.4131], [0.3201, 10.5148, 3.3304], [-5.7089, -5.7836, -7.0709], [-5.0239, -6.2710, -5.3351], [-6.1784, -3.9110, -7.1500], [-4.4992, -6.2798, -8.4962], [-6.6227, -6.3482, -7.2192], [-7.8162, 2.9205, -2.1865], [-9.2163, 1.6265, -1.8681], [-6.9615, 3.4703, -0.5427], [-6.5308, 2.2887, -3.4871], [-8.2878, 3.8000, -2.6093], [3.9227, 2.3491, -3.5524], [5.8174, 1.9854, -3.3917], [3.0597, 1.1369, -4.7890], [3.0341, 2.3650, -1.8021], [3.8256, 3.3477, -3.9669], [-2.6475, -9.5593, -7.4589], [-4.0638, -10.8187, -7.0852], [-1.7590, -8.9973, -5.8401], [-1.3985, -10.2399, -8.7654], [-3.1134, -8.6809, -7.8909], [-5.7154, -11.9902, -3.7462], [-6.0649, -13.8467, -4.1532], [-7.3445, -10.9526, -3.6702], [-4.6647, -11.7917, -2.1383], [-5.1244, -11.5917, -4.5616], [8.8835, 2.9418, 5.9418], [7.4179, 3.9017, 5.1223], [8.4122, 1.1120, 6.3398], [10.4937, 3.0480, 4.8784], [9.0931, 3.4316, 6.8857], [-11.4928, -1.0318, 1.4950], [-12.8980, -1.3882, 2.7727], [-11.8704, -1.8252, -0.2265], [-11.1194, 0.8579, 1.3481], [-10.5929, -1.5050, 1.8719], [8.1659, 2.4945, -7.2177], [7.7852, 0.6527, -7.6589], [6.5587, 3.5681, -7.1689], [9.1841, 2.6442, -5.5824], [8.7869, 2.8908, -8.0136], [5.7149, -0.8793, 8.8299], [6.9503, -0.2176, 10.1606], [4.9981, 0.5491, 7.7468], [6.5072, -2.2691, 7.7447], [4.8827, -1.3255, 9.3620], [12.1141, 5.4773, -7.2473], [12.7834, 4.7898, -5.5707], [11.7312, 4.0578, -8.5013], [10.5881, 6.6338, -6.9913], [12.9028, 6.0808, -7.6816], [-12.7050, -7.7995, -7.1092], [-12.4166, -7.8604, -9.0190], [-14.3760, -6.9390, -6.6637], [-12.5643, -9.5514, -6.3070], [-11.9130, -7.1925, -6.6880], [5.7627, 9.2963, 3.0903], [7.0183, 8.9115, 1.6739], [5.3150, 7.7086, 4.0976], [6.3831, 10.7224, 4.2355], [4.8487, 9.6417, 2.6204], [-2.0237, -13.2322, 0.9830], [-0.7514, -12.3271, -0.1551], [-3.2203, -11.9869, 1.8514], [-2.9919, -14.6012, 0.0254], [-1.4577, -13.7275, 1.7633]],
  "forces_ev_per_a": [[0.622, -1.813, 0.765], [-0.346, -0.289, -0.092], [-0.408, 0.096, 1.457], [-0.224, -0.121, 0.506], [-0.787, -0.097, 0.862], [0.192, -0.513, -1.075], [1.682, 0.813, -1.230], [-1.119, -2.219, 2.528], [0.967, -0.271, -0.204], [0.256, 0.203, -0.445], [1.153, -0.212, 0.299], [0.113, 0.384, -0.248], [0.191, 2.015, 0.172], [-1.497, -1.574, -0.209], [0.532, -0.155, 0.114], [-0.875, -0.286, 1.020], [-0.958, 0.157, -0.525], [-0.391, 0.019, 0.256], [-0.298, 1.059, -0.165], [1.184, 0.056, -0.859], [1.697, -0.693, -1.525], [-0.581, -0.125, 0.377], [0.102, -0.497, -0.795], [-0.444, 0.655, -0.127], [0.866, 0.374, -0.122], [0.623, 0.581, -0.269], [-0.793, 0.574, 0.126], [0.314, -0.740, 0.183], [-1.598, 0.795, 2.611], [-0.639, -0.288, -0.330], [-0.302, 0.428, 0.730], [-0.454, 0.799, -0.108], [-0.601, 0.076, 0.659], [0.143, -0.546, -0.981], [-0.900, 0.141, 0.119], [-0.149, -0.766, 0.419], [0.569, -0.481, 0.227], [0.434, 0.672, 0.448], [0.545, 0.725, -0.129], [0.625, -0.472, -0.484], [-0.384, 1.693, 1.086], [0.459, 0.357, -0.653], [-0.459, -0.472, -0.439], [0.295, -0.836, -0.316], [0.115, 0.462, 0.613], [-0.084, -0.772, 0.467], [-0.449, -0.723, -0.114], [0.209, 0.724, -0.180], [0.090, -0.522, 0.850], [0.151, 0.051, -0.153], [0.221, 0.079, -0.058], [0.071, -0.138, 0.247], [0.173, -0.827, -1.127], [-0.126, 0.038, -0.036], [-0.060, 0.111, 0.063], [0.279, 0.424, -0.051], [-0.149, 0.064, -0.205], [-0.120, 0.019, 0.175], [0.056, -0.119, 0.032], [-0.180, 0.043, 0.015], [-1.507, 0.688, 0.466], [0.204, -0.044, 0.060], [-0.020, 0.026, -0.240], [-0.032, -0.132, -0.008], [-0.004, -0.053, 0.000], [-0.149, -0.163, -0.125], [0.186, 0.099, -0.048], [-0.128, -0.084, 0.202], [-0.037, 0.088, -0.090], [0.074, 0.057, 0.108], [0.110, 0.013, -0.153], [0.037, 0.045, 0.079], [-0.058, -0.203, -0.017], [-0.109, -0.005, -0.079], [-0.007, -0.008, 0.128], [-0.022, 0.008, 0.150], [0.173, -0.133, -0.091], [-0.034, 0.194, -0.135], [-0.107, -0.062, -0.057], [0.102, 0.053, -0.358], [-0.097, -0.014, 0.117], [0.044, 1.841, 0.329], [0.008, -0.107, -0.216], [0.138, 0.002, 0.017], [-0.142, -0.029, 0.103], [-0.116, -0.140, -0.270], [0.102, -0.198, 0.013], [-0.085, 0.102, 0.137], [0.108, 0.074, -0.013], [-0.091, -0.008, -0.058], [0.223, 0.164, -0.040], [-0.071, -0.122, -0.169], [-0.136, 0.033, 0.196], [0.076, -0.101, 0.051], [0.327, -0.291, -0.319], [-0.151, 0.021, -0.006], [0.098, 0.115, 0.139], [1.526, -0.013, -4.245], [0.016, -0.105, 0.065], [0.052, 0.093, 0.038], [0.102, 0.056, -0.104], [-0.081, -0.065, -0.152], [-0.160, 0.034, 0.177], [0.033, -0.100, 0.085], [0.033, 0.048, 0.038], [0.024, 0.202, 0.066], [0.161, -0.112, -0.008], [-0.139, -0.009, -0.158], [-0.039, -0.021, 0.086], [0.027, 0.004, 0.039], [0.209, 0.087, 0.195], [0.092, 0.181, -0.102], [-0.201, -0.012, 0.068], [-0.027, -0.062, -0.115], [0.034, -0.013, 0.015], [0.132, 0.048, -0.160], [0.039, 0.109, 0.165], [-0.080, -0.235, 0.019], [-0.095, 0.067, -0.060], [0.026, 0.015, -0.012], [0.013, 0.207, 0.091], [0.173, -0.134, 0.020], [-0.136, -0.001, -0.176], [-0.059, -0.025, 0.114], [-0.053, 0.020, -0.002], [-0.103, -0.063, -0.173], [-0.006, -0.188, 0.173], [-0.032, 0.182, 0.088], [0.114, 0.039, -0.063], [-0.011, 0.045, 0.057], [-0.104, 0.060, -0.191], [0.014, 0.102, 0.115], [0.141, -0.180, -0.017], [-0.097, -0.086, 0.039], [-0.015, -0.013, 0.037], [-0.042, -0.001, 0.206], [0.186, -0.110, -0.059], [-0.029, 0.191, -0.103], [-0.067, -0.048, -0.026], [0.002, -0.001, -0.043], [-0.105, 0.046, 0.189], [0.073, 0.150, -0.116], [-0.075, -0.186, -0.119], [0.089, -0.045, 0.073], [0.035, -0.057, 0.003], [-0.184, -0.069, 0.099], [0.099, -0.104, -0.145], [0.106, 0.156, 0.107], [-0.072, 0.074, -0.088]]
}